Here is C26H34GeN3O6Os as an isolated structure from OMol25. Energies are from ωB97M-V/def2-TZVPD.

XYZ file:
```
71
Properties=species:S:1:pos:R:3
Os 0.299 -1.686 -0.474
O 3.690 0.669 3.992
C 3.033 0.187 2.964
C 3.403 -0.965 2.255
C 2.590 -1.376 1.240
N 1.462 -0.722 0.899
C 1.176 0.461 1.494
C 1.911 0.932 2.536
C 0.126 1.303 0.829
O -0.451 2.205 1.366
O -0.018 1.016 -0.480
C 2.899 -2.528 0.322
O 3.859 -3.209 0.410
O 1.955 -2.648 -0.664
H 4.462 0.139 4.248
H 4.303 -1.527 2.476
H 1.661 1.872 3.010
C -1.953 -2.832 1.905
C -2.452 -1.855 0.892
O -1.609 -1.253 0.154
C -3.851 -1.572 0.738
C -4.799 -2.307 1.466
C -6.147 -2.066 1.286
C -6.558 -1.085 0.393
C -5.625 -0.336 -0.329
C -4.281 -0.580 -0.160
H -0.867 -2.885 1.898
H -2.362 -3.826 1.709
H -2.289 -2.540 2.902
H -4.490 -3.070 2.168
H -6.878 -2.639 1.840
H -7.615 -0.894 0.259
H -5.964 0.430 -1.013
H -3.544 0.003 -0.697
N -0.028 -3.936 -2.453
C -0.753 -4.419 -3.457
C -1.809 -3.544 -3.679
C -1.644 -2.538 -2.747
N -0.552 -2.777 -1.990
H 0.828 -4.305 -2.058
H -0.484 -5.341 -3.950
H -2.586 -3.640 -4.419
H -2.253 -1.670 -2.557
C -3.143 4.788 -2.436
C -2.259 5.811 -1.723
C -0.795 5.385 -1.647
C -0.508 4.266 -0.660
Ge -0.828 2.440 -1.407
C 0.407 2.398 -3.060
C -0.322 2.926 -4.234
C 0.640 2.646 -5.484
C 1.834 3.576 -5.562
H -4.161 5.153 -2.557
H -3.221 3.854 -1.868
H -2.755 4.557 -3.435
H -2.638 5.996 -0.716
H -2.309 6.764 -2.244
H -0.163 6.220 -1.326
H -0.430 5.142 -2.654
H -1.175 4.226 0.208
H 0.530 4.222 -0.331
H -2.200 1.827 -1.646
H 0.611 1.320 -3.066
H 1.297 2.959 -2.778
H -0.492 4.002 -4.182
H -1.273 2.420 -4.407
H -0.038 2.799 -6.330
H 0.940 1.598 -5.499
H 1.530 4.624 -5.545
H 2.354 3.399 -6.505
H 2.566 3.409 -4.770
```

Properties
Charge = +3
HOMO level (spin up / spin down) = -17.217 / -17.212 eV
Multiplicity = 5

Here is C10H16Br2F6FeO4 as an isolated structure in a non-equilibrium geometry from OMol25. Energies are from ωB97M-V/def2-TZVPD.

XYZ file:
```
39
Properties=species:S:1:pos:R:3
Fe 1.059 0.702 0.492
C -0.515 2.137 -1.036
O -0.686 0.711 -0.844
O 0.673 2.384 -0.480
C -0.575 2.484 -2.522
F -0.027 3.680 -2.732
F 0.045 1.605 -3.304
F -1.863 2.560 -2.946
C -1.914 0.097 -1.205
C -1.931 -1.343 -0.721
H -2.898 -1.564 -0.267
H -1.836 -2.043 -1.551
H -1.145 -1.518 0.001
H -2.003 0.166 -2.292
H -2.769 0.652 -0.802
H -1.396 2.619 -0.571
C 2.263 -1.646 0.345
O 1.694 -0.969 -0.776
O 2.152 -0.771 1.324
C 1.535 -2.962 0.616
F 2.275 -3.754 1.406
F 0.348 -2.804 1.203
F 1.325 -3.640 -0.538
C 1.996 -1.278 -2.141
C 2.662 -0.094 -2.805
H 3.723 0.010 -2.543
H 2.651 -0.194 -3.892
H 2.218 0.858 -2.519
H 1.046 -1.475 -2.644
H 2.627 -2.159 -2.240
H 3.314 -1.902 0.117
Br -0.810 0.645 2.461
C -1.740 1.650 3.860
C -1.785 0.756 5.087
Br -2.636 1.699 6.555
H -2.730 1.853 3.476
H -1.157 2.536 4.081
H -0.805 0.445 5.429
H -2.386 -0.132 4.913
```

Properties
HOMO level (spin up / spin down) = -9.674 / -9.489 eV
Multiplicity = 5

no.,E_tot (eV)
1,-103224.522
2,-209597.306